# 1
{"formula": "C49H60AuGe2O2SbSi", "method": "ωB97M-V with the def2-TZVPD basis set", "de_lowest_kj_mol": 0.0, "multiplicity": 2, "total_charge": 1, "s_squared": 0.7615, "symbols": ["Au", "C", "Ge", "C", "C", "Ge", "C", "C", "C", "C", "C", "C", "C", "C", "C", "C", "C", "C", "H", "H", "H", "H", "H", "H", "H", "H", "H", "H", "H", "H", "H", "H", "H", "H", "H", "H", "H", "C", "C", "C", "C", "C", "C", "Si", "C", "C", "C", "C", "C", "C", "C", "C", "C", "C", "C", "C", "H", "H", "H", "H", "H", "H", "H", "H", "H", "H", "H", "H", "H", "H", "H", "O", "C", "O", "C", "C", "C", "C", "C", "C", "H", "H", "H", "H", "H", "C", "C", "C", "Sb", "C", "C", "C", "C", "C", "C", "H", "H", "H", "H", "H", "H", "H", "H", "H", "H", "H", "H", "H", "H", "H", "H", "H", "H", "H", "H", "H"], "positions_angstrom": [[-0.1804, 0.2212, 0.2822], [3.0424, -3.9380, 1.2934], [2.7697, -3.8164, -0.6302], [4.1681, -2.8336, -1.5779], [2.5716, -5.5628, -1.4960], [0.4318, -2.1073, -0.6548], [-0.3611, -3.2951, 0.6702], [-0.6038, -4.6403, 0.3970], [-1.1927, -5.4547, 1.3530], [-1.5277, -4.9378, 2.5973], [-1.2854, -3.6012, 2.8793], [-0.7144, -2.7806, 1.9167], [0.1414, -2.2438, -2.5823], [0.1248, -3.5087, -3.1661], [-0.2539, -3.6652, -4.4919], [-0.5995, -2.5569, -5.2518], [-0.5815, -1.2932, -4.6783], [-0.2260, -1.1399, -3.3461], [3.9330, -4.5450, 1.4731], [2.1908, -4.4135, 1.7782], [3.1956, -2.9463, 1.7159], [4.8715, -3.5789, -1.9563], [4.7023, -2.1525, -0.9177], [3.7793, -2.2712, -2.4263], [3.5266, -6.0747, -1.3469], [2.4205, -5.4519, -2.5682], [1.7884, -6.1890, -1.0727], [-0.3403, -5.0665, -0.5631], [-1.3841, -6.4955, 1.1266], [-1.9779, -5.5765, 3.3456], [-1.5415, -3.1914, 3.8481], [-0.5467, -1.7369, 2.1540], [0.3935, -4.3833, -2.5909], [-0.2761, -4.6541, -4.9310], [-0.8853, -2.6777, -6.2883], [-0.8516, -0.4249, -5.2662], [-0.2534, -0.1497, -2.9054], [4.0214, 4.4332, -0.3603], [2.8681, 4.1741, -1.0904], [1.8228, 3.4795, -0.5036], [1.8868, 3.0426, 0.8241], [3.0664, 3.2912, 1.5298], [4.1236, 3.9784, 0.9447], [0.4093, 2.1959, 1.6452], [-0.8952, 3.5308, 1.9401], [-1.1189, 4.5436, 1.0030], [-2.0931, 5.5129, 1.2004], [-2.8679, 5.4947, 2.3522], [-2.6571, 4.5047, 3.3012], [-1.6861, 3.5338, 3.0935], [0.9680, 1.5846, 3.3419], [1.1532, 2.4788, 4.4025], [1.6260, 2.0524, 5.6343], [1.9348, 0.7128, 5.8346], [1.7792, -0.1890, 4.7935], [1.3039, 0.2491, 3.5638], [4.8392, 4.9808, -0.8120], [2.7878, 4.5111, -2.1168], [0.9391, 3.2657, -1.1000], [3.1632, 2.9475, 2.5527], [5.0250, 4.1650, 1.5153], [-0.4999, 4.6038, 0.1138], [-2.2352, 6.2930, 0.4625], [-3.6226, 6.2539, 2.5129], [-3.2456, 4.4904, 4.2105], [-1.5426, 2.7712, 3.8502], [0.9205, 3.5300, 4.2662], [1.7565, 2.7660, 6.4380], [2.3069, 0.3780, 6.7944], [2.0412, -1.2310, 4.9313], [1.2342, -0.4712, 2.7531], [3.5491, -0.4972, 1.3094], [2.9299, -0.4144, 0.2934], [1.7266, -1.0894, 0.2006], [3.3689, 0.3324, -0.9143], [2.5750, 0.4555, -2.0488], [3.0571, 1.0994, -3.1738], [4.3434, 1.6246, -3.1668], [5.1325, 1.5203, -2.0309], [4.6466, 0.8800, -0.9021], [1.5774, 0.0451, -2.0524], [2.4371, 1.1878, -4.0573], [4.7287, 2.1220, -4.0476], [6.1287, 1.9423, -2.0235], [5.2468, 0.7915, -0.0065], [-4.2460, 2.1568, 1.1057], [-3.8659, 0.6838, 1.1224], [-3.1862, 0.2464, 2.4158], [-2.6205, 0.0459, -0.5155], [-3.7624, -1.7286, -0.9896], [-5.0882, -1.2960, -1.6141], [-3.0754, -2.7796, -1.8393], [-2.7300, 1.3220, -2.2489], [-1.5262, 2.2611, -2.2706], [-4.0349, 2.1022, -2.3814], [-4.7400, 2.4116, 2.0459], [-4.9415, 2.3799, 0.2986], [-3.3794, 2.8095, 1.0143], [-4.7651, 0.0785, 0.9727], [-2.2308, 0.7549, 2.5589], [-3.0072, -0.8326, 2.4367], [-3.8259, 0.4936, 3.2666], [-3.9552, -2.1361, 0.0084], [-4.9376, -0.8802, -2.6125], [-5.6209, -0.5575, -1.0116], [-5.7449, -2.1628, -1.7203], [-2.8002, -2.3949, -2.8234], [-3.7584, -3.6201, -1.9931], [-2.1844, -3.1736, -1.3577], [-2.6536, 0.5986, -3.0673], [-0.5716, 1.7353, -2.1840], [-1.5804, 2.9753, -1.4448], [-1.5182, 2.8311, -3.2033], [-4.0939, 2.8923, -1.6350], [-4.9209, 1.4769, -2.2946], [-4.0627, 2.5816, -3.3632]], "atomic_forces_ev_per_a": [[-0.46, 0.52, 0.16], [-0.04, 0.00, -0.01], [0.01, -0.08, -0.02], [-0.01, 0.00, -0.01], [0.00, 0.01, 0.03], [0.16, -0.39, -0.09], [-0.08, 0.08, 0.03], [0.02, 0.00, -0.05], [0.00, 0.00, 0.00], [-0.01, -0.02, -0.01], [0.00, 0.01, -0.01], [0.05, -0.01, 0.03], [-0.03, 0.07, 0.07], [0.03, 0.03, 0.01], [0.01, 0.00, -0.01], [-0.01, -0.03, 0.00], [0.03, 0.01, 0.02], [-0.05, 0.05, -0.03], [0.00, 0.01, 0.00], [0.00, -0.01, -0.01], [0.00, 0.00, 0.00], [0.00, 0.01, 0.00], [-0.02, -0.02, 0.00], [0.00, -0.01, 0.00], [-0.01, -0.01, 0.01], [0.00, -0.01, -0.02], [-0.03, 0.05, 0.02], [0.01, 0.01, -0.02], [0.00, 0.00, 0.00], [0.00, 0.00, 0.00], [0.00, 0.00, -0.01], [0.04, 0.04, 0.01], [0.03, -0.03, 0.02], [0.01, 0.01, 0.00], [0.00, 0.00, 0.00], [0.00, 0.00, 0.00], [-0.01, -0.08, -0.03], [0.00, 0.00, -0.02], [0.04, 0.01, 0.00], [-0.02, -0.06, -0.02], [0.01, 0.03, 0.06], [-0.01, 0.02, -0.02], [-0.01, -0.01, 0.03], [0.26, -0.12, -0.01], [-0.06, -0.09, -0.03], [0.02, 0.06, -0.02], [-0.01, -0.02, -0.02], [-0.01, -0.02, 0.00], [0.00, 0.00, 0.02], [-0.06, 0.01, -0.04], [0.04, 0.06, -0.04], [-0.07, 0.03, 0.02], [0.00, -0.01, 0.01], [0.01, 0.01, -0.01], [0.02, 0.00, 0.00], [0.00, -0.09, -0.02], [0.00, -0.01, 0.00], [0.00, 0.00, 0.00], [0.02, 0.01, 0.02], [0.00, 0.00, 0.01], [0.00, 0.00, 0.00], [-0.02, -0.01, 0.03], [0.00, -0.01, 0.01], [0.01, 0.00, 0.01], [0.00, 0.00, -0.01], [0.03, 0.00, 0.01], [0.00, -0.01, 0.00], [0.01, -0.01, 0.00], [-0.01, 0.00, 0.00], [-0.01, 0.01, 0.00], [-0.04, 0.06, 0.03], [0.00, -0.02, -0.01], [0.13, 0.02, -0.25], [-0.04, 0.05, 0.15], [-0.07, 0.00, 0.04], [0.03, -0.03, 0.08], [0.02, -0.01, -0.02], [-0.04, -0.01, -0.03], [0.01, 0.00, 0.05], [0.04, 0.04, 0.00], [0.01, 0.02, -0.01], [-0.01, 0.00, 0.01], [-0.01, 0.00, 0.00], [0.00, 0.00, 0.01], [0.00, 0.00, 0.00], [-0.01, 0.00, -0.02], [0.01, -0.06, 0.00], [-0.02, -0.01, 0.03], [0.12, -0.24, -0.06], [-0.14, 0.05, 0.04], [-0.01, 0.03, 0.02], [0.02, -0.03, -0.01], [0.03, -0.01, 0.00], [-0.05, 0.02, 0.00], [0.05, 0.02, -0.05], [0.00, 0.00, 0.02], [-0.01, 0.02, -0.01], [0.07, 0.07, 0.00], [0.03, -0.01, 0.02], [0.00, 0.00, 0.00], [0.02, 0.02, 0.01], [0.00, 0.00, 0.00], [0.02, -0.02, 0.00], [0.00, 0.00, 0.00], [-0.01, 0.01, -0.02], [0.01, 0.00, 0.01], [0.02, 0.00, -0.02], [0.00, 0.01, -0.01], [0.01, 0.00, -0.01], [0.00, 0.02, -0.01], [-0.04, 0.06, -0.01], [0.02, -0.01, -0.01], [0.00, 0.00, -0.01], [0.00, 0.02, 0.02], [-0.04, -0.03, 0.01], [-0.01, 0.00, 0.00]]}

***

# 2
{"formula": "C6H13N2OS", "method": "ωB97M-V with the def2-TZVPD basis set", "de_lowest_kj_mol": 252.8, "total_charge": 1, "smiles": "C=C[C@]1([NH3+])OCCS[C@@H]1N", "symbols": ["C", "C", "C", "N", "O", "C", "C", "S", "C", "N", "H", "H", "H", "H", "H", "H", "H", "H", "H", "H", "H", "H", "H"], "positions_angstrom": [[-2.9526, -0.6211, 0.2972], [-2.0030, 0.1472, -0.2594], [-0.4795, 0.2928, 0.1921], [-0.1960, 0.7184, 1.6291], [0.0609, 1.1190, -0.7345], [1.4302, 1.4880, -0.4657], [2.3750, 0.2790, -0.4722], [1.8807, -0.9697, 0.7631], [0.1161, -1.0866, 0.0674], [0.1964, -1.5610, -1.2575], [-3.8886, -0.7801, -0.3181], [-2.7241, -1.2082, 1.2418], [-2.1419, 0.4698, -1.2774], [0.8444, 0.4671, 1.8029], [-0.7580, 0.2849, 2.2621], [-0.4211, 1.7587, 1.6925], [1.4381, 1.8936, 0.5811], [1.8264, 2.2286, -1.2127], [2.4364, -0.4078, -1.4064], [3.3758, 0.4842, -0.3236], [-0.2535, -1.7690, 0.6711], [0.1407, -0.7633, -1.9468], [-0.3026, -2.4648, -1.5259]], "atomic_forces_ev_per_a": [[0.75, -0.24, -0.19], [0.53, -0.78, 1.08], [-2.72, -1.86, -0.43], [1.15, 4.13, -2.62], [1.14, 1.73, -0.25], [1.27, -0.21, 0.17], [-1.78, -2.58, -1.61], [0.20, 0.34, 0.22], [3.65, 1.52, -2.49], [-1.15, 0.05, -1.94], [1.08, 0.08, 1.29], [-0.83, 0.85, -1.13], [0.00, 0.64, -0.02], [-0.82, -0.05, -0.05], [-2.18, -1.91, 2.28], [0.54, -1.46, 0.12], [0.47, 0.29, -1.21], [-1.05, -0.52, 0.75], [-0.66, 1.75, 0.93], [2.00, 1.01, 0.69], [-2.36, -3.09, 2.97], [-0.12, -1.81, 0.82], [0.89, 2.14, 0.63]]}

***

# 3
{"formula": "C16H12BF5N7ReS", "method": "ωB97M-V with the def2-TZVPD basis set", "de_lowest_kj_mol": 114.9, "multiplicity": 2, "total_charge": 1, "s_squared": 0.7750, "symbols": ["Re", "B", "N", "C", "C", "C", "N", "N", "C", "C", "C", "N", "H", "H", "H", "H", "H", "H", "H", "H", "N", "C", "F", "C", "C", "F", "C", "F", "C", "S", "C", "F", "C", "F", "N", "C", "C", "N", "C", "H", "H", "H", "H"], "positions_angstrom": [[-0.0970, -0.7038, -0.0606], [-2.7602, 0.0925, 1.2276], [-2.2870, 1.2541, 0.3202], [-2.7548, 2.4700, 0.0660], [-1.9008, 3.1002, -0.8363], [-0.9105, 2.1676, -1.0891], [-1.1527, 1.0588, -0.3747], [-3.0407, -1.0922, 0.2510], [-4.1389, -1.7807, -0.0429], [-3.8002, -2.8147, -0.9100], [-2.4349, -2.6849, -1.0875], [-1.9824, -1.6380, -0.3806], [-3.7529, 0.3858, 1.8059], [-1.8166, -0.2458, 1.9157], [-3.6628, 2.8091, 0.5303], [-1.9938, 4.0902, -1.2390], [-0.0377, 2.2282, -1.7171], [-5.0843, -1.4924, 0.3794], [-4.4569, -3.5490, -1.3355], [-1.7516, -3.2836, -1.6653], [1.3798, 0.1264, 0.8100], [1.6548, -0.0297, -0.4224], [7.4880, 1.4677, 1.8605], [6.4489, 1.1897, 1.0965], [5.8429, -0.0612, 1.1828], [6.3075, -0.9690, 2.0279], [4.7582, -0.3458, 0.3728], [4.1913, -1.5513, 0.4512], [4.2502, 0.5954, -0.5154], [2.8788, 0.2088, -1.5661], [4.8662, 1.8401, -0.5862], [4.4028, 2.7626, -1.4245], [5.9647, 2.1444, 0.2084], [6.5429, 3.3332, 0.1283], [1.5795, -4.4814, 0.9256], [1.6798, -4.6164, -0.4339], [1.1023, -3.5082, -0.9629], [0.6521, -2.7091, 0.0623], [0.9530, -3.3306, 1.1892], [1.9120, -5.1348, 1.6173], [2.1479, -5.4681, -0.8877], [0.9958, -3.2190, -1.9924], [0.7434, -2.9706, 2.1819]], "atomic_forces_ev_per_a": [[-0.38, 0.23, 0.24], [-0.23, -0.02, -0.38], [0.00, 0.23, 0.34], [0.00, -0.02, -0.12], [0.03, -0.10, 0.05], [-0.06, 0.10, -0.12], [0.15, -0.37, -0.14], [-0.15, -0.07, 0.32], [0.19, 0.12, -0.05], [0.07, 0.00, 0.01], [-0.04, -0.12, -0.11], [-0.04, -0.18, -0.06], [-0.09, 0.04, 0.21], [0.20, -0.07, 0.07], [-0.07, 0.04, 0.03], [0.01, 0.07, -0.03], [-0.01, 0.02, -0.04], [-0.08, -0.01, 0.03], [-0.02, -0.06, -0.05], [-0.03, -0.03, -0.06], [0.05, 0.00, 0.73], [0.45, 0.03, -0.86], [0.01, 0.00, 0.01], [-0.20, -0.04, -0.16], [-0.07, 0.22, -0.17], [0.04, -0.06, 0.07], [0.07, 0.11, -0.04], [-0.02, -0.04, 0.06], [0.11, 0.18, 0.04], [0.28, -0.04, 0.05], [0.08, -0.04, 0.12], [0.05, -0.03, 0.05], [-0.13, -0.20, -0.01], [0.00, -0.02, 0.01], [-0.11, 0.11, 0.12], [0.00, -0.02, -0.23], [0.18, -0.16, -0.17], [-0.19, 0.20, 0.17], [-0.06, 0.02, 0.24], [0.00, 0.03, -0.03], [0.03, -0.05, -0.08], [0.01, -0.02, -0.06], [-0.02, 0.03, 0.00]]}

***

Largest force on an atom for the records above, in order: 0.0138 0.0977 0.0189 hartree/bohr
DFT total energy for the records above, in order: -187015.2617 -22286.8336 -54439.7798 eV